Entry 1:
{"formula": "CH3NO2P2", "method": "ωB97M-V with the def2-TZVPD basis set", "elements": ["N", "C", "P", "O", "H", "H", "O", "P", "H"], "coordinates": [[-0.29539, -0.77420, -4.58447], [-0.04871, -0.64111, -3.49864], [0.26052, 0.05684, -1.86137], [0.68946, -1.27739, -1.03377], [1.48786, 0.30652, -2.16136], [-0.04265, -1.85799, -0.74327], [-0.92044, -0.56179, 1.56133], [-1.33073, 0.81367, 1.46839], [0.05096, 1.55036, 1.20001]], "atomic_forces_ev_per_a": [[-0.9, -0.8, -3.9], [0.8, 1.1, 3.6], [-3.1, -1.2, 0.9], [-0.5, -0.9, 0.4], [3.3, 1.1, -0.9], [0.5, 0.7, 0.0], [0.4, -2.7, 0.2], [1.0, 3.1, -0.5], [-1.4, -0.5, 0.3]], "nbo_charge": [-0.29, -0.10, 0.91, -0.97, -0.07, 0.51, -0.98, 1.17, -0.19], "e_homo_ev": -9.97, "e_above_lowest_kj_mol": 177.5, "smiles": "N#CPO.O=P", "lumo_energy_ev": -1.3, "spin_multiplicity": 1, "energy_ha": -927.78432}

---

Entry 2:
{"formula": "CH3NO2S", "method": "ωB97M-V with the def2-TZVPD basis set", "elements": ["C", "S", "O", "N", "O", "H", "H", "H"], "coordinates": [[0.21802, 0.84224, -1.18782], [-0.16879, -0.91141, -0.76748], [-0.69923, -0.96846, 0.71966], [0.26666, -1.08112, 1.94557], [-0.35679, -1.13629, 2.90934], [0.17371, 0.92029, -2.27915], [1.20474, 0.99426, -0.75403], [-0.63832, 1.34048, -0.58610]], "atomic_forces_ev_per_a": [[-1.6, -0.8, 2.4], [1.2, -0.8, -2.3], [-1.3, 0.6, 2.3], [-0.2, 0.0, 0.3], [0.4, 0.1, -1.3], [-0.1, 0.2, 0.4], [-0.1, 0.7, -0.3], [1.6, 0.0, -1.4]], "nbo_charge": [-0.78, 0.51, -0.67, 0.42, -0.19, 0.24, 0.22, 0.24], "e_homo_ev": -8.48, "e_above_lowest_kj_mol": 325.9, "smiles": "CSON=O", "lumo_energy_ev": -0.5, "spin_multiplicity": 1, "energy_ha": -643.19005}

---

Entry 3:
{"formula": "CH3NO2S", "method": "ωB97M-V with the def2-TZVPD basis set", "elements": ["N", "S", "O", "C", "O", "H", "H", "H"], "coordinates": [[1.73691, -0.02995, 0.12331], [0.70435, -1.38647, -0.21286], [-0.86956, -0.87762, 0.25042], [-1.48260, 0.17058, -0.26040], [-2.61563, 0.54346, 0.00979], [1.99083, -0.01264, 1.13918], [1.29966, 0.93023, -0.10841], [-0.76396, 0.66240, -0.94102]], "atomic_forces_ev_per_a": [[-1.5, 0.7, 1.0], [0.2, 2.2, -0.3], [0.0, -1.7, 1.6], [-1.3, 1.6, -0.5], [2.6, -1.1, -0.5], [-0.4, 0.0, -1.2], [1.0, -2.2, 0.1], [-0.6, 0.5, -0.3]], "nbo_charge": [-0.98, 0.68, -0.66, 0.65, -0.54, 0.38, 0.39, 0.08], "e_homo_ev": -9.77, "e_above_lowest_kj_mol": 79.1, "smiles": "NSOC=O", "lumo_energy_ev": 0.3, "spin_multiplicity": 1, "energy_ha": -643.28402}

---

Entry 4:
{"formula": "CH3NO2S2", "method": "ωB97M-V with the def2-TZVPD basis set", "elements": ["O", "C", "O", "N", "S", "H", "S", "H", "H"], "coordinates": [[-2.57544, -2.18606, 0.51686], [-1.43318, -2.20538, 0.52088], [-0.29776, -2.28783, 0.51202], [-1.14519, 0.12856, 0.69237], [-2.26496, 1.04598, 1.10730], [-0.26789, 0.65994, 0.40600], [2.06284, 1.40148, -1.07118], [3.40741, 1.26475, -0.61852], [2.51418, 2.17857, -2.06573]], "atomic_forces_ev_per_a": [[-2.1, -0.2, 0.0], [-0.3, 0.0, 0.0], [2.6, -0.9, -0.1], [2.5, 0.3, -1.0], [-1.7, 1.5, 0.6], [-1.1, -0.7, 0.4], [2.1, -0.1, 0.5], [-1.8, 0.1, -0.4], [-0.2, 0.0, 0.0]], "nbo_charge": [-0.53, 1.04, -0.53, -0.80, 0.46, 0.36, -0.32, 0.17, 0.15], "e_homo_ev": [-8.67, -8.67], "e_above_lowest_kj_mol": 85.0, "smiles": "O=C=O.N=S.S", "lumo_energy_ev": [-1.3, -1.3], "spin_multiplicity": 1, "energy_ha": -1041.45892}

---

Entry 5:
{"formula": "CH3NO2S2", "method": "ωB97M-V with the def2-TZVPD basis set", "elements": ["C", "N", "O", "O", "S", "S", "H", "H", "H"], "coordinates": [[0.10488, 1.08350, 0.10768], [-0.14933, -1.26355, -0.28192], [-2.36457, -0.35887, 0.62774], [2.25712, -0.52914, 0.67262], [-1.41271, -0.07491, -0.36825], [1.25672, -0.21430, -0.37436], [0.19508, 1.82843, -0.58335], [0.26882, 1.62354, 1.02479], [-0.15601, -2.09471, -0.82495]], "atomic_forces_ev_per_a": [[-0.9, -2.5, 0.7], [0.7, 2.4, 1.0], [-2.0, -0.4, 2.4], [-1.2, 0.3, -0.6], [2.8, 0.7, -1.9], [1.2, -1.0, 0.6], [-0.1, 1.9, -2.4], [-0.3, -0.8, 1.0], [-0.2, -0.6, -0.7]], "nbo_charge": [-0.84, -1.03, -0.90, -0.91, 1.42, 1.36, 0.23, 0.27, 0.40], "e_homo_ev": -9.41, "e_above_lowest_kj_mol": 200.1, "lumo_energy_ev": 0.2, "spin_multiplicity": 1, "energy_ha": -1041.41510}

---

Entry 6:
{"formula": "CH3NO3", "method": "ωB97M-V with the def2-TZVPD basis set", "elements": ["O", "N", "O", "H", "C", "O", "H", "H"], "coordinates": [[0.14846, 0.59641, -2.63676], [0.15610, -0.53872, -2.30445], [1.20932, -1.26637, -2.83353], [1.14434, -2.16866, -2.47909], [-0.01441, 0.70492, 1.07153], [0.93026, 0.13465, 0.61853], [0.07915, 1.59318, 1.72099], [-1.05225, 0.39185, 0.87027]], "atomic_forces_ev_per_a": [[0.6, -1.6, 0.0], [-0.8, 0.7, 0.3], [0.5, 0.6, -0.5], [-0.4, 0.4, 0.2], [-0.5, 0.3, 0.2], [0.4, -0.2, -0.1], [0.2, 0.0, 0.0], [0.0, -0.1, -0.1]], "nbo_charge": [-0.28, 0.35, -0.55, 0.48, 0.29, -0.50, 0.10, 0.10], "e_homo_ev": -10.22, "e_above_lowest_kj_mol": 235.9, "smiles": "O=NO.C=O", "lumo_energy_ev": 0.5, "spin_multiplicity": 1, "energy_ha": -320.25277}

---

Entry 7:
{"formula": "CH3NO3P", "method": "ωB97M-V with the def2-TZVPD basis set", "elements": ["C", "N", "O", "P", "O", "O", "H", "H", "H"], "coordinates": [[0.85467, -1.07767, -0.19904], [-0.41257, -0.19079, -0.06772], [-1.10743, -0.31894, -1.06732], [-0.56949, 1.54658, 0.50216], [-1.43435, 2.36407, -0.40107], [-0.68498, 1.65373, 2.01006], [1.01932, -1.49212, 0.81348], [0.60955, -1.86362, -1.03786], [1.72527, -0.62124, -0.55269]], "atomic_forces_ev_per_a": [[-2.2, -1.3, 0.3], [2.1, -0.5, 1.4], [-2.5, -0.8, -3.2], [0.9, 1.2, 1.3], [0.1, -0.6, 0.2], [0.1, -0.5, -1.1], [0.1, -0.2, -0.7], [0.0, 1.3, 2.1], [1.3, 1.3, -0.3]], "nbo_charge": [-0.46, -0.24, -0.48, 1.84, -1.10, -1.13, 0.19, 0.20, 0.19], "e_homo_ev": [-3.63, -2.60], "charge": -1, "e_above_lowest_kj_mol": 393.5, "smiles": "CN([O-])P(=O)=O", "lumo_energy_ev": [4.0, 4.1], "spin_multiplicity": 1, "energy_ha": -661.72603}

---

Entry 8:
{"formula": "CH3NO3P", "method": "ωB97M-V with the def2-TZVPD basis set", "elements": ["C", "N", "O", "O", "O", "P", "H", "H", "H"], "coordinates": [[-0.36201, 1.07441, 1.57475], [-0.77217, -1.20900, -0.94650], [0.79295, 0.98062, -1.85524], [-1.34821, 0.85834, 2.19440], [1.56773, -0.98517, -0.27504], [0.36195, -0.07118, -0.84194], [0.35036, 1.88899, 1.91216], [-1.58647, -0.82155, -1.57332], [0.99587, -1.71546, -0.18926]], "atomic_forces_ev_per_a": [[1.6, -0.2, -2.7], [-1.4, 2.1, -2.0], [-0.7, -1.4, 1.8], [-0.8, -0.3, 0.5], [1.3, 2.0, -0.2], [-1.3, 1.4, 0.0], [0.0, 0.0, 0.2], [1.9, -1.0, 1.6], [-0.7, -2.6, 0.6]], "nbo_charge": [0.14, -1.40, -1.11, -0.60, -1.00, 2.07, 0.04, 0.36, 0.50], "e_homo_ev": [-2.87, -2.87], "charge": -1, "e_above_lowest_kj_mol": 312.6, "lumo_energy_ev": [4.1, 4.1], "spin_multiplicity": 1, "energy_ha": -661.75683}

---

Entry 9:
{"formula": "CH3NO3P", "method": "ωB97M-V with the def2-TZVPD basis set", "elements": ["C", "P", "O", "O", "N", "O", "H", "H", "H"], "coordinates": [[1.31679, -0.06564, 0.61810], [-0.19714, -1.13184, -0.09062], [-0.79414, -1.66579, 1.16123], [-1.30158, 0.16450, -0.55547], [-1.44795, 1.06450, -1.58278], [-2.66440, 1.19260, -1.82889], [1.66329, 0.82289, -0.01042], [2.22844, -0.71150, 0.58452], [1.19669, 0.33028, 1.70434]], "atomic_forces_ev_per_a": [[0.6, 1.2, 0.2], [2.3, 0.3, -0.3], [-0.7, -0.3, 0.7], [-1.0, 1.9, -0.9], [-3.2, -1.4, 0.8], [3.6, 0.1, 0.4], [-0.8, -0.9, 0.5], [-0.7, 0.1, 0.2], [-0.1, -0.8, -1.7]], "nbo_charge": [-1.02, 1.31, -1.16, -0.66, 0.34, -0.40, 0.19, 0.19, 0.20], "e_homo_ev": [-3.26, -3.26], "charge": -1, "e_above_lowest_kj_mol": 442.6, "smiles": "CP([O-])ON=O", "lumo_energy_ev": [4.2, 4.2], "spin_multiplicity": 1, "energy_ha": -661.70731}

---

Entry 10:
{"formula": "CH3NO3S", "method": "ωB97M-V with the def2-TZVPD basis set", "elements": ["C", "N", "O", "O", "O", "S", "H", "H", "H"], "coordinates": [[-0.07922, -0.27016, 0.54828], [2.30641, 0.83806, -0.42482], [3.32198, 0.10138, -0.76118], [-2.13260, -0.92565, -1.20294], [-2.07459, 1.35957, -0.00698], [-1.91046, -0.16370, 0.08145], [0.47514, -1.12329, 0.24806], [-0.17108, -0.18367, 1.64552], [0.26442, 0.36745, -0.12739]], "atomic_forces_ev_per_a": [[-3.7, -2.5, 1.7], [2.5, -1.0, -0.7], [-1.6, 1.2, 0.5], [0.5, 0.5, -0.2], [0.4, -1.3, -0.4], [-0.8, -0.1, 1.3], [0.0, -1.6, 0.0], [0.8, 0.7, -0.7], [2.0, 4.0, -1.6]], "nbo_charge": [-0.83, -0.35, -0.63, -1.09, -1.09, 1.34, 0.20, 0.18, 0.26], "e_homo_ev": [2.34, 2.33], "charge": -2, "e_above_lowest_kj_mol": 130.4, "lumo_energy_ev": [6.5, 6.5], "spin_multiplicity": 1, "energy_ha": -718.36636}